Entry 1:
A 2-piece molecular cluster, C3H7N3O overall at a distorted geometry. Source: the OMol25 dataset; level of theory: ωB97M-V with the def2-TZVPD basis set.

Properties
Kohn-Sham gap (eV): 9.303
E_LUMO (eV): 0.14
Strongest force on any atom (eV/A): 4.41
HOMO (Eh): -0.337
SMILES string: CNN=O.CC#N

ORCA input file:
```
! RIJCOSX wB97M-V def2-TZVPD def2/J DEFGRID3
* xyz 0 1
C 0.27 0.87 -1.27
N -0.89 0.47 -0.51
N -1.73 -0.93 -0.74
O -1.82 -1.23 -1.87
H -1.66 1.09 -0.82
H 0.54 1.89 -0.99
H 0.01 0.88 -2.35
H 1.15 0.23 -1.22
C 0.82 -0.19 1.94
C 0.20 -1.03 0.91
N 0.16 -2.04 0.28
H 0.05 0.27 2.56
H 1.43 -0.83 2.59
H 1.47 0.56 1.49
*
```

Entry 2:
One molecule with the formula C3H7N3O at a distorted geometry. Source: the OMol25 dataset; level of theory: ωB97M-V with the def2-TZVPD basis set.

Properties
Kohn-Sham gap (eV): 10.048
E_LUMO (eV): 0.87
Strongest force on any atom (eV/A): 1.23
HOMO (Eh): -0.337
SMILES string: [H]/N=C/N/C(O)=N\C

ORCA input file:
```
! RIJCOSX wB97M-V def2-TZVPD def2/J DEFGRID3
* xyz 0 1
C 0.15 0.92 2.14
N 0.15 1.45 0.81
C 0.05 0.75 -0.25
O 0.05 1.51 -1.35
N -0.06 -0.61 -0.40
C -0.16 -1.32 -1.59
N -0.25 -2.59 -1.54
H 0.99 0.23 2.31
H -0.79 0.40 2.37
H 0.25 1.76 2.83
H 0.13 2.34 -0.81
H -0.06 -1.17 0.44
H -0.16 -0.69 -2.48
H -0.32 -2.98 -2.48
*
```